# 1
Below is an isolated molecule of C28H36N4O3, with properties calculated with ωB97M-V/def2-TZVPD.

Calculated values
Energy above the lowest of the compared OMol25 structures with the same formula, charge and spin ... 15.72 kJ/mol
Multiplicity ... 1
E ... -41724.8688 eV
E_HOMO ... -8.2 eV
Frontier orbital gap ... 0.3267 Ha
Strongest force on any atom ... 0.73 eV/Å

CARTESIAN COORDINATES (ANGSTROEM)
1 C 3.762 2.229 -1.749
2 N 3.291 0.919 -1.352
3 C 1.959 0.625 -1.604
4 O 1.232 1.465 -2.129
5 C 1.500 -0.675 -1.214
6 C 2.306 -1.592 -0.621
7 O 1.973 -2.840 -0.254
8 C 0.623 -3.244 -0.130
9 C 0.046 -2.934 1.255
10 C -0.426 -1.493 1.434
11 C 0.725 -0.526 1.725
12 O 1.789 -0.885 2.195
13 N 0.421 0.750 1.458
14 C 1.297 1.862 1.747
15 C 0.970 3.043 0.835
16 C -0.473 3.529 1.009
17 N -1.433 2.530 0.557
18 C -2.738 2.632 1.182
19 C -3.555 1.394 0.819
20 N -3.723 1.329 -0.618
21 C -4.632 0.279 -1.058
22 C -4.136 -1.125 -0.805
23 C -3.368 -1.785 -1.758
24 C -2.864 -3.050 -1.508
25 C -3.118 -3.672 -0.298
26 C -3.881 -3.025 0.658
27 C -4.386 -1.761 0.405
28 C -2.431 1.286 -1.274
29 C -1.601 2.503 -0.887
30 C 3.687 -1.249 -0.376
31 C 4.559 -2.147 0.247
32 C 5.865 -1.803 0.494
33 C 6.323 -0.543 0.123
34 C 5.481 0.361 -0.486
35 C 4.146 0.029 -0.749
36 H 4.587 2.143 -2.458
37 H 4.079 2.809 -0.881
38 H 2.926 2.732 -2.234
39 H 0.459 -0.860 -1.427
40 H -0.004 -2.818 -0.919
41 H 0.659 -4.329 -0.266
42 H -0.793 -3.610 1.426
43 H 0.821 -3.135 1.998
44 H -1.093 -1.447 2.300
45 H -0.993 -1.158 0.564
46 H -0.482 1.045 1.080
47 H 2.332 1.531 1.612
48 H 1.178 2.162 2.798
49 H 1.646 3.867 1.069
50 H 1.129 2.756 -0.202
51 H -0.607 4.482 0.472
52 H -0.656 3.717 2.071
53 H -3.280 3.533 0.849
54 H -2.615 2.678 2.267
55 H -3.037 0.502 1.218
56 H -4.542 1.460 1.283
57 H -5.584 0.437 -0.543
58 H -4.792 0.426 -2.131
59 H -3.173 -1.309 -2.708
60 H -2.278 -3.554 -2.264
61 H -2.730 -4.662 -0.107
62 H -4.088 -3.507 1.602
63 H -4.994 -1.269 1.151
64 H -1.864 0.378 -1.006
65 H -2.587 1.287 -2.354
66 H -2.105 3.418 -1.241
67 H -0.628 2.422 -1.371
68 H 4.173 -3.112 0.533
69 H 6.532 -2.500 0.978
70 H 7.348 -0.263 0.318
71 H 5.865 1.331 -0.754



# 2
Below is a structure of composition C15H13N3O5Pt, with properties calculated with ωB97M-V/def2-TZVPD.

Calculated values
<S²> ... 2.0410
Multiplicity ... 3
E ... -33715.6297 eV
E_HOMO (alpha / beta) ... -5.9 / -8.9 eV
Frontier orbital gap (alpha / beta) ... 0.1754 / 0.2292 Ha
Strongest force on any atom ... 0.65 eV/Å

CARTESIAN COORDINATES (ANGSTROEM)
1 Pt 0.020 0.093 -0.053
2 O -3.509 -5.806 1.654
3 N -3.019 -5.202 2.618
4 O -3.165 -5.583 3.781
5 C -2.269 -4.023 2.391
6 C -1.910 -3.270 3.523
7 C -1.287 -2.036 3.403
8 C -0.963 -1.168 4.488
9 C -0.422 0.060 4.235
10 C -0.178 0.468 2.913
11 N -0.435 -0.338 1.887
12 C -0.950 -1.562 2.110
13 C -1.133 -2.406 0.972
14 N -0.590 -1.976 -0.185
15 C -0.779 -2.664 -1.315
16 C -1.530 -3.823 -1.316
17 C -2.078 -4.304 -0.139
18 C -1.857 -3.618 1.076
19 H -2.159 -3.657 4.498
20 H -1.158 -1.499 5.499
21 H -0.188 0.745 5.037
22 H 0.216 1.448 2.685
23 H -0.311 -2.274 -2.208
24 H -1.684 -4.352 -2.245
25 H -2.683 -5.193 -0.134
26 C -2.700 1.057 -1.083
27 O -2.018 2.097 -0.364
28 C -0.808 1.914 0.139
29 O -0.191 2.776 0.684
30 H -3.600 1.521 -1.475
31 H -2.973 0.242 -0.413
32 H -2.088 0.690 -1.904
33 C 1.795 1.107 -1.973
34 O 0.494 0.558 -1.910
35 H 2.553 0.327 -2.113
36 H 2.062 1.702 -1.089
37 H 1.849 1.776 -2.837



# 3
Below is an isolated molecule of C20H25NO3 at a distorted geometry, with properties calculated with ωB97M-V/def2-TZVPD.

Calculated values
Energy above the lowest of the compared OMol25 structures with the same formula, charge and spin ... 544.79 kJ/mol
Multiplicity ... 1
E ... -28775.1213 eV
E_HOMO ... -9.1 eV
Frontier orbital gap ... 0.3433 Ha
Strongest force on any atom ... 4.36 eV/Å

CARTESIAN COORDINATES (ANGSTROEM)
1 C -1.177 0.488 -2.843
2 C -0.517 -0.912 -2.881
3 C -1.406 -1.992 -2.176
4 C -1.714 -1.579 -0.724
5 C -0.265 -1.417 0.005
6 C 0.761 -0.522 -0.806
7 C 2.181 -0.532 -0.180
8 C 2.141 -0.307 1.355
9 C 0.993 -1.186 2.026
10 O 1.369 -2.408 2.655
11 C 1.092 -1.297 3.478
12 C -0.093 -1.587 4.425
13 O -0.102 -1.111 5.728
14 C -1.312 -1.818 3.810
15 C -2.538 -1.768 4.551
16 N -3.556 -1.751 5.101
17 C -1.371 -2.128 2.288
18 C -0.409 -1.106 1.527
19 C -0.929 0.393 1.657
20 C 0.903 -0.937 -2.247
21 C 1.844 -0.422 -3.374
22 C 1.087 -0.760 -4.685
23 C -0.241 -1.229 -4.302
24 O -0.962 -1.659 -5.126
25 H -1.116 1.064 -1.883
26 H -2.214 0.336 -3.144
27 H -0.720 1.157 -3.573
28 H -1.017 -3.072 -2.245
29 H -2.393 -1.960 -2.719
30 H -2.360 -0.679 -0.646
31 H -2.235 -2.422 -0.265
32 H 0.174 -2.421 0.081
33 H 0.445 0.484 -0.705
34 H 2.640 -1.473 -0.324
35 H 2.855 0.256 -0.577
36 H 2.983 -0.527 1.983
37 H 1.813 0.737 1.461
38 H 2.012 -1.077 3.944
39 H -0.982 -0.864 6.152
40 H -1.073 -3.202 2.182
41 H -2.363 -2.053 1.926
42 H -1.217 0.543 2.664
43 H -1.683 0.617 0.926
44 H -0.221 1.161 1.412
45 H 1.247 -1.950 -2.086
46 H 1.926 0.759 -3.316
47 H 2.789 -0.880 -3.122
48 H 1.162 -0.006 -5.466
49 H 1.510 -1.720 -5.075



# 4
Below is an isolated molecule of C4H6N2O, with properties calculated with ωB97M-V/def2-TZVPD.

Calculated values
Energy above the lowest of the compared OMol25 structures with the same formula, charge and spin ... 442.38 kJ/mol
Multiplicity ... 1
E ... -9268.9169 eV
E_HOMO ... -9.5 eV
Frontier orbital gap ... 0.3591 Ha
Strongest force on any atom ... 0.78 eV/Å

CARTESIAN COORDINATES (ANGSTROEM)
1 H -0.798 3.262 -0.486
2 N -0.849 2.278 -0.224
3 C -0.240 2.088 0.876
4 C -0.171 0.759 1.508
5 C -0.457 -0.360 0.882
6 N -0.764 -1.433 0.355
7 O 0.390 -2.157 -0.057
8 C 0.577 -2.019 -1.450
9 H 0.251 2.885 1.445
10 H 0.117 0.685 2.552
11 H 1.454 -2.630 -1.669
12 H -0.286 -2.386 -2.016
13 H 0.776 -0.973 -1.717



# 5
Below is an isolated molecule of C18H25NO5, with properties calculated with ωB97M-V/def2-TZVPD.

Calculated values
Energy above the lowest of the compared OMol25 structures with the same formula, charge and spin ... 10.69 kJ/mol
Multiplicity ... 1
E ... -30801.4800 eV
E_HOMO ... -8.5 eV
Frontier orbital gap ... 0.3301 Ha
Strongest force on any atom ... 0.73 eV/Å

CARTESIAN COORDINATES (ANGSTROEM)
1 C 6.109 0.887 -2.879
2 C 4.614 0.777 -3.153
3 C 3.784 1.112 -1.915
4 C 2.289 0.998 -2.201
5 C 1.418 1.426 -1.016
6 C 1.643 0.623 0.276
7 C 1.565 -0.897 0.080
8 C 0.237 -1.283 -0.547
9 O 0.124 -1.551 -1.725
10 N -0.779 -1.270 0.359
11 C -2.141 -1.324 0.126
12 C -2.665 -1.761 -1.092
13 C -4.028 -1.805 -1.297
14 C -4.905 -1.420 -0.292
15 C -4.405 -0.982 0.915
16 C -3.029 -0.924 1.148
17 C -2.537 -0.427 2.445
18 O -1.374 -0.449 2.811
19 O -3.512 0.073 3.209
20 C -3.140 0.575 4.491
21 C -3.047 -0.542 5.522
22 C -0.060 1.412 -1.368
23 O -0.950 1.409 -0.554
24 O -0.302 1.463 -2.676
25 H 6.405 0.204 -2.086
26 H 6.368 1.899 -2.573
27 H 6.681 0.643 -3.771
28 H 4.343 1.454 -3.965
29 H 4.378 -0.239 -3.478
30 H 4.016 2.131 -1.592
31 H 4.070 0.436 -1.108
32 H 2.046 1.639 -3.050
33 H 2.034 -0.022 -2.487
34 H 1.641 2.477 -0.785
35 H 0.882 0.933 0.995
36 H 2.620 0.875 0.690
37 H 2.366 -1.237 -0.576
38 H 1.673 -1.386 1.050
39 H -0.558 -0.956 1.305
40 H -1.984 -2.058 -1.873
41 H -4.412 -2.146 -2.247
42 H -5.972 -1.460 -0.455
43 H -5.075 -0.676 1.702
44 H -3.926 1.287 4.753
45 H -2.180 1.094 4.406
46 H -2.251 -1.232 5.251
47 H -3.986 -1.088 5.571
48 H -2.829 -0.119 6.498
49 H -1.257 1.424 -2.841



# 6
Below is an isolated molecule of C6H12O, with properties calculated with ωB97M-V/def2-TZVPD.

Calculated values
Energy above the lowest of the compared OMol25 structures with the same formula, charge and spin ... 111.10 kJ/mol
Multiplicity ... 1
E ... -8463.2025 eV
E_HOMO ... -10.1 eV
Frontier orbital gap ... 0.4113 Ha
Strongest force on any atom ... 0.71 eV/Å

CARTESIAN COORDINATES (ANGSTROEM)
1 C -1.733 -0.996 -0.686
2 C -0.763 0.072 -0.187
3 C -1.471 1.157 0.639
4 C 0.302 -0.648 0.610
5 O 1.098 -1.564 -0.105
6 C 1.742 -0.426 0.469
7 C 2.319 0.568 -0.500
8 H -2.407 -0.588 -1.444
9 H -1.150 -1.819 -1.107
10 H -2.320 -1.383 0.160
11 H -0.305 0.564 -1.055
12 H -1.942 0.732 1.536
13 H -2.269 1.619 0.044
14 H -0.791 1.959 0.956
15 H -0.071 -1.059 1.552
16 H 2.359 -0.646 1.344
17 H 1.667 0.705 -1.368
18 H 3.291 0.221 -0.862
19 H 2.444 1.531 0.004



# 7
Below is a structure of composition C12H21CoN7O2S2 at a distorted geometry, with properties calculated with ωB97M-V/def2-TZVPD.

Calculated values
Energy above the lowest of the compared OMol25 structures with the same formula, charge and spin ... 13.83 kJ/mol
<S²> ... 6.0654
Multiplicity ... 5
E ... -86598.8557 eV
Total charge ... +1
E_HOMO (alpha / beta) ... -11.0 / -11.2 eV
Frontier orbital gap (alpha / beta) ... 0.2942 / 0.1830 Ha
Strongest force on any atom ... 4.99 eV/Å

CARTESIAN COORDINATES (ANGSTROEM)
1 Co 1.280 -0.438 -0.776
2 C -3.234 -2.014 -0.221
3 N -2.737 -1.428 -1.455
4 C -3.449 -1.814 -2.677
5 C -1.516 -0.864 -1.540
6 N -0.609 -0.828 -0.583
7 N -1.233 -0.166 -2.723
8 C -0.255 0.791 -2.896
9 N -0.567 1.808 -3.781
10 N 0.888 0.661 -2.280
11 H -4.337 -1.921 -0.203
12 H -2.832 -1.506 0.697
13 H -2.945 -3.049 -0.088
14 H -4.423 -2.234 -2.425
15 H -2.822 -2.520 -3.208
16 H -3.600 -0.954 -3.312
17 H -0.872 -1.269 0.301
18 H -2.107 0.035 -3.240
19 H -1.367 1.748 -4.406
20 H 0.090 2.566 -3.979
21 H 1.551 1.378 -2.595
22 S 1.904 -2.161 0.447
23 C 3.414 -1.978 -0.372
24 S 3.555 -0.307 -0.835
25 C 4.414 -2.921 -0.660
26 C 5.431 -2.652 -1.589
27 N 6.247 -2.369 -2.402
28 C 4.303 -4.201 -0.184
29 N 4.303 -5.322 0.173
30 C 2.884 2.460 2.814
31 O 1.559 2.071 2.468
32 C 0.508 2.727 3.195
33 C -0.546 1.679 3.561
34 O -1.200 1.180 2.418
35 C -2.560 1.580 2.216
36 H 3.244 1.926 3.719
37 H 3.020 3.541 2.993
38 H 3.536 2.100 1.990
39 H 0.058 3.458 2.516
40 H 0.927 3.182 4.115
41 H -1.185 2.090 4.341
42 H -0.016 0.858 4.098
43 H -2.621 2.690 2.141
44 H -3.259 1.254 2.990
45 H -2.824 1.133 1.235



# 8
Below is a cluster of 13 separate species, C46H75ClN15OSi in total at a distorted geometry, with properties calculated with ωB97M-V/def2-TZVPD.

Calculated values
Multiplicity ... 1
E ... -93706.6262 eV
Total charge ... +1
E_HOMO ... -12.1 eV
Frontier orbital gap ... 0.3070 Ha
Strongest force on any atom ... 3.92 eV/Å

CARTESIAN COORDINATES (ANGSTROEM)
1 C 1.859 1.600 -0.631
2 C 0.927 0.651 -0.895
3 C -0.364 0.426 -0.083
4 C -1.611 1.058 -0.518
5 C -1.818 2.000 -1.716
6 C -0.772 3.168 -1.797
7 C -2.017 1.263 -3.083
8 C -0.863 0.304 -3.496
9 C -1.234 -0.432 -4.841
10 C -2.710 0.688 0.320
11 C -4.147 1.173 0.099
12 Cl -5.301 -0.198 -0.270
13 C -4.695 2.015 1.328
14 C -4.920 3.495 0.877
15 C -2.428 -0.202 1.419
16 N -3.535 -0.610 2.243
17 C -3.743 -1.872 2.082
18 C -4.423 -2.636 3.249
19 C -3.406 -2.712 0.839
20 N -1.274 -0.713 1.803
21 N -0.298 -0.347 0.988
22 C 1.011 -0.942 1.365
23 C 1.351 -2.186 0.474
24 O 0.362 -3.166 0.837
25 Si 1.012 -4.731 1.049
26 C 1.470 -5.510 -0.638
27 C 2.414 -4.845 2.305
28 C -0.398 -5.815 1.740
29 H 2.932 1.338 -0.622
30 H 1.626 2.670 -0.473
31 H 1.077 0.013 -1.781
32 H -2.776 2.530 -1.533
33 H -1.328 4.002 -2.276
34 H 0.117 2.893 -2.385
35 H -0.554 3.506 -0.757
36 H -2.041 2.072 -3.850
37 H -2.980 0.721 -3.161
38 H -0.697 -0.426 -2.677
39 H 0.063 0.898 -3.654
40 H -2.165 0.035 -5.224
41 H -1.469 -1.488 -4.617
42 H -0.411 -0.325 -5.570
43 H -4.247 1.839 -0.774
44 H -3.899 1.963 2.102
45 H -5.603 1.557 1.750
46 H -4.052 3.785 0.250
47 H -5.874 3.556 0.318
48 H -4.950 4.161 1.758
49 H -5.079 -1.927 3.779
50 H -5.049 -3.418 2.765
51 H -3.687 -3.150 3.889
52 H -3.390 -2.147 -0.107
53 H -2.424 -3.224 0.965
54 H -4.169 -3.512 0.760
55 H 0.953 -1.359 2.391
56 H 1.823 -0.200 1.403
57 H 2.387 -2.518 0.674
58 H 1.162 -1.961 -0.596
59 H 0.919 -4.947 -1.414
60 H 1.107 -6.557 -0.605
61 H 2.568 -5.472 -0.757
62 H 2.060 -4.845 3.371
63 H 3.204 -4.072 2.214
64 H 2.927 -5.826 2.167
65 H -1.353 -5.670 1.197
66 H -0.081 -6.880 1.753
67 H -0.600 -5.548 2.804
68 C -1.062 -2.734 5.131
69 C -2.068 -3.025 6.143
70 N -2.863 -3.254 6.939
71 H -0.567 -1.781 5.322
72 H -0.287 -3.502 5.100
73 H -1.504 -2.676 4.134
74 C 4.187 -5.968 5.972
75 C 3.136 -4.976 5.794
76 N 2.302 -4.198 5.653
77 H 5.063 -5.539 6.453
78 H 3.846 -6.799 6.590
79 H 4.510 -6.382 5.017
80 C -0.049 -10.070 0.499
81 C 1.086 -9.537 1.242
82 N 1.981 -9.119 1.829
83 H -0.785 -9.293 0.288
84 H 0.264 -10.493 -0.455
85 H -0.555 -10.857 1.058
86 C -0.208 6.424 -4.572
87 C -1.002 5.309 -5.067
88 N -1.627 4.423 -5.448
89 H -0.843 7.258 -4.269
90 H 0.390 6.137 -3.707
91 H 0.479 6.796 -5.333
92 C 5.521 0.993 -3.312
93 C 4.412 1.938 -3.366
94 N 3.543 2.687 -3.409
95 H 6.413 1.451 -2.883
96 H 5.276 0.122 -2.704
97 H 5.787 0.630 -4.305
98 C -5.052 6.927 -5.040
99 C -3.934 7.532 -4.332
100 N -3.050 8.010 -3.775
101 H -5.851 7.648 -5.215
102 H -4.744 6.536 -6.011
103 H -5.480 6.098 -4.477
104 C 6.127 -2.933 3.242
105 C 6.424 -3.725 4.428
106 N 6.658 -4.349 5.362
107 H 5.583 -3.519 2.500
108 H 5.515 -2.065 3.489
109 H 7.039 -2.569 2.770
110 C 0.501 3.280 2.960
111 C 0.674 4.214 1.853
112 N 0.812 4.941 0.976
113 H 0.772 3.737 3.911
114 H -0.535 2.946 3.040
115 H 1.124 2.393 2.832
116 C 6.754 5.193 -2.708
117 C 7.441 4.010 -2.201
118 N 7.981 3.077 -1.803
119 H 6.815 6.019 -1.999
120 H 7.189 5.531 -3.648
121 H 5.698 4.990 -2.888
122 C 9.988 3.446 -5.070
123 C 8.768 3.969 -5.674
124 N 7.805 4.382 -6.143
125 H 9.785 2.989 -4.100
126 H 10.450 2.687 -5.701
127 H 10.724 4.235 -4.914
128 C -4.506 -5.527 8.564
129 C -4.195 -6.315 9.751
130 N -3.951 -6.936 10.685
131 H -5.050 -6.117 7.826
132 H -5.123 -4.662 8.809
133 H -3.604 -5.156 8.084
134 C -7.951 10.610 -6.751
135 C -7.506 9.831 -5.602
136 N -7.155 9.220 -4.696
137 H -8.490 9.989 -7.466
138 H -8.618 11.417 -6.448
139 H -7.108 11.060 -7.276